[1]
17
Properties=species:S:1:pos:R:3 method="wB97M-V/def2-TZVPD" smiles="SN1N=CCO1.c1conn1" multiplicity=1 total_charge=0 relative_energy_kcal_mol=94.1 gap_ha=0.34098
S 0.30 -1.09 -0.24
O -2.96 -0.96 -1.25
O 1.81 1.07 0.45
N -3.97 -1.44 0.60
N -3.34 -1.94 -0.36
N 1.71 -0.40 0.36
N 2.82 -0.87 -0.29
C 3.69 0.06 -0.48
C 3.17 1.35 0.15
C -3.32 0.18 -0.67
C -3.94 -0.07 0.50
H 3.22 2.35 -0.27
H 3.71 1.42 1.09
H -4.41 0.67 1.17
H -2.83 1.10 -0.92
H -0.31 -1.33 1.07
H 4.64 -0.10 -0.92

***

[2]
114
Properties=species:S:1:pos:R:3 method="wB97M-V/def2-TZVPD" multiplicity=1 total_charge=0 relative_energy_kcal_mol=33.0 gap_ha=0.24996
Br 0.87 -2.63 3.22
Br 5.19 0.79 4.41
As -1.72 1.79 1.09
Ti -0.38 -0.17 -0.38
S 3.58 -2.05 0.37
S 4.05 0.52 -1.34
O 3.04 -2.93 1.37
O -1.09 0.57 -1.84
O 4.51 -1.05 0.84
O -1.37 2.74 -1.61
O 0.30 -0.47 1.19
N 1.33 1.97 0.98
N 2.31 -1.34 -0.36
N 1.47 0.57 -1.30
N 5.55 -5.73 -3.84
N -3.53 -0.19 -2.18
N -0.06 -1.98 -1.68
C 3.08 3.54 1.41
C 3.12 1.41 2.53
C 0.55 -4.55 -2.60
C 1.30 -0.17 1.96
C -0.75 5.94 1.19
C -0.28 6.15 2.47
C 3.61 0.45 3.43
C -3.52 -2.43 1.76
C 5.14 -4.84 -2.87
C 2.49 -0.18 -0.93
C 1.89 3.14 0.78
C -6.31 2.91 0.20
C -2.09 1.28 2.98
C 1.35 -1.19 -4.97
C -4.65 1.72 1.46
C 0.78 -1.03 -3.73
C 1.47 -3.56 -4.65
C -1.58 1.69 -2.21
C -2.46 0.67 5.68
C -0.48 3.79 2.89
C 1.72 -2.46 -5.43
C 3.84 -4.93 -2.35
C -5.98 1.99 1.18
C -3.98 3.24 -0.25
C 6.02 -3.89 -2.34
C 0.88 -3.43 -3.39
C 1.88 1.71 -1.94
C -1.88 -1.53 0.19
C 2.95 -0.73 3.65
C -2.71 2.19 3.84
C 4.30 -3.10 -0.88
C -5.30 3.54 -0.51
C 5.60 -3.02 -1.36
C -1.77 -3.86 0.98
C -2.89 1.90 5.18
C 1.93 1.10 1.82
C -3.62 2.34 0.75
C 3.69 2.68 2.29
C -0.11 5.06 3.31
C -0.08 -4.36 -1.40
C -2.46 1.62 -3.45
C -0.40 -3.05 -0.97
C 0.54 -2.14 -2.89
C -2.86 -3.64 1.80
C 3.44 -4.07 -1.36
C -3.78 0.95 -3.04
C -1.89 -0.26 4.84
C 3.21 1.85 -2.08
C -1.32 -2.83 0.15
C -3.02 -1.39 0.98
C 1.80 -1.03 2.93
C -1.13 4.68 0.77
C -1.05 3.59 1.64
C -1.71 0.05 3.49
H 2.46 -4.12 -0.91
H -3.36 2.62 5.84
H -4.38 1.66 -2.46
H -0.83 6.77 0.50
H 0.45 -0.05 -3.41
H -2.96 -0.88 -2.66
H -0.35 -5.21 -0.79
H -4.40 -0.63 -1.91
H 6.27 -2.28 -0.94
H 1.12 2.41 -2.28
H 0.30 5.20 4.30
H 4.59 2.97 2.81
H -4.40 -2.28 2.37
H 3.75 2.66 -2.53
H -3.55 -0.44 0.96
H -1.96 1.01 -4.21
H 3.32 -1.45 4.37
H -2.66 2.61 -3.85
H -4.41 1.03 2.26
H 1.73 -4.55 -5.00
H -3.20 -4.42 2.47
H 4.84 -6.19 -4.38
H 0.77 -5.54 -2.97
H -6.75 1.48 1.73
H -3.21 3.71 -0.85
H -1.27 -0.70 2.84
H -5.56 4.26 -1.28
H 2.17 -2.56 -6.40
H 1.50 -0.34 -5.61
H -4.34 0.70 -3.96
H 7.03 -3.85 -2.71
H 3.17 -5.69 -2.73
H -7.35 3.13 -0.01
H -1.58 -1.22 5.20
H -1.46 4.52 -0.24
H -2.61 0.44 6.73
H 6.38 -5.49 -4.35
H 3.47 4.53 1.22
H 1.36 3.80 0.10
H -0.32 2.95 3.57
H -3.05 3.15 3.46
H -1.26 -4.80 1.03
H -0.01 7.14 2.81

***

[3]
18
Properties=species:S:1:pos:R:3 method="wB97M-V/def2-TZVPD" smiles="C=NN(C)C.OP(F)F" multiplicity=1 total_charge=0 relative_energy_kcal_mol=0.0 gap_ha=0.35170
P -3.67 -0.43 -0.34
F -4.76 -0.02 0.91
F -4.61 0.00 -1.60
O -2.86 0.94 -0.36
N 1.24 -0.06 0.52
N 0.69 0.93 -0.17
C 2.36 -0.79 -0.18
C 0.46 -1.02 1.25
C 1.20 1.90 -0.75
H 0.63 2.77 -1.20
H -1.94 0.75 -0.17
H 0.16 -1.83 0.59
H 2.02 -1.66 -0.67
H 1.22 -1.49 1.92
H 2.19 1.89 -1.17
H 2.93 -0.21 -0.94
H -0.32 -0.52 1.82
H 3.08 -1.15 0.53

***

[4]
57
Properties=species:S:1:pos:R:3 method="wB97M-V/def2-TZVPD" smiles="CCOC(=O)C(F)(F)F.CCOC(=O)C(F)(F)F.CCOC(=O)C(F)(F)F.CCOC(=O)OC" multiplicity=1 total_charge=0 gap_ha=0.42785
F -1.25 1.87 2.38
F -2.32 2.06 0.51
F -0.41 -2.16 -3.90
F -4.09 4.83 -0.10
F -4.15 5.24 -2.22
F 0.23 -3.13 -2.05
F -1.15 -1.49 -1.99
F -2.34 4.38 -1.36
F -0.16 2.05 0.53
O -2.39 -0.50 1.34
O -2.01 7.05 -1.88
O 2.68 -3.78 1.32
O 1.01 0.10 -3.05
O 2.62 -5.80 1.97
O 1.03 -4.40 2.74
O -3.15 7.31 0.05
O 2.07 -1.38 -1.77
O -0.32 -0.62 0.52
C -1.24 0.00 0.96
C -2.69 -1.87 1.07
C 2.00 -6.91 2.58
C 0.05 8.25 -2.21
C -1.37 8.33 -1.70
C -3.34 5.24 -1.12
C 1.99 -4.63 2.08
C -2.21 -2.71 2.28
C 2.13 -2.46 1.27
C 3.24 -0.57 -1.73
C 0.86 -7.56 1.81
C 1.08 -0.96 -2.53
C -1.25 1.52 1.08
C -2.80 6.66 -0.89
C 3.10 0.72 -0.95
C -0.07 -1.98 -2.63
H 1.65 -6.65 3.58
H -1.95 9.09 -2.22
H 3.48 -0.22 -2.74
H 2.30 1.33 -1.38
H 2.10 -2.16 2.33
H -2.16 -2.24 0.19
H -2.55 -3.74 2.14
H 2.78 -1.73 0.81
H 0.40 7.22 -2.21
H 2.75 -7.68 2.76
H 2.79 0.59 0.09
H -2.53 -2.31 3.23
H 4.11 -1.14 -1.40
H 0.70 8.87 -1.60
H -1.40 8.57 -0.63
H 0.23 -6.80 1.34
H 0.13 8.64 -3.23
H 1.23 -8.21 1.02
H 4.06 1.22 -1.01
H 1.13 -2.45 0.86
H -1.12 -2.79 2.22
H -3.77 -1.93 0.95
H 0.27 -8.16 2.50

***

[5]
16
Properties=species:S:1:pos:R:3 method="wB97M-V/def2-TZVPD" smiles="OCCO.C=C" multiplicity=1 total_charge=0 relative_energy_kcal_mol=43.1 gap_ha=0.39953
O -2.34 1.05 -1.29
O 0.28 0.35 -1.40
C 1.44 -0.44 1.89
C 2.00 0.47 1.10
C -0.65 -0.63 -0.98
C -1.81 0.13 -0.36
H -1.57 1.53 -1.64
H 1.53 1.44 0.92
H -1.44 0.64 0.55
H -0.22 -1.32 -0.24
H -2.62 -0.55 -0.08
H 1.90 -1.41 2.07
H 2.95 0.29 0.60
H 1.08 -0.09 -1.71
H 0.50 -0.24 2.40
H -1.01 -1.22 -1.84

***

[6]
87
Properties=species:S:1:pos:R:3 method="wB97M-V/def2-TZVPD" multiplicity=3 total_charge=0 relative_energy_kcal_mol=19.0 gap_ha="0.16247 / 0.29506"
I -2.62 -0.45 -3.79
Br 0.45 2.11 -3.18
Br -2.69 -2.84 -1.19
Ti 0.34 0.95 -0.65
O 1.94 2.11 -0.51
O 9.04 0.57 -0.36
O 8.85 2.73 -0.59
O 2.14 -0.03 -0.17
N -0.02 1.04 1.46
N -0.08 -0.98 -1.36
N 8.35 1.60 -0.47
N -0.80 -1.12 1.63
N 1.05 -3.12 -1.73
N -0.40 0.09 3.58
C 0.27 2.31 2.11
C 6.36 0.21 -0.31
C -3.78 2.33 0.15
C -2.29 5.40 -1.32
C -4.09 -0.58 -2.32
C -1.17 -2.23 3.74
C -0.41 4.76 -2.67
C 0.21 1.20 4.31
C 1.01 -5.38 -2.64
C 0.96 -4.98 -0.14
C 6.14 2.62 -0.59
C -6.03 -0.59 -0.32
C -1.16 -0.86 4.38
C 6.94 1.48 -0.45
C -0.58 3.47 -2.29
C -0.41 0.05 2.22
C -3.61 3.65 -0.17
C 4.78 2.50 -0.56
C -2.49 4.05 -0.94
C -6.07 0.36 -1.33
C -1.26 5.75 -2.14
C 5.00 0.09 -0.28
C 1.05 2.06 3.39
C -1.57 3.05 -1.35
C 0.45 -1.99 -1.53
C -5.02 -1.53 -0.30
C -2.79 1.38 -0.18
C -5.11 0.36 -2.32
C 0.90 -3.89 -2.97
C 0.28 -5.68 -1.34
C -1.66 1.70 -0.89
C 2.76 1.09 -0.35
C 1.76 -3.76 -0.60
C 4.16 1.23 -0.40
C -1.65 -2.08 2.31
C -4.05 -1.52 -1.30
H -4.97 -2.28 0.48
H -1.11 6.78 -2.43
H -2.98 6.15 -0.96
H 1.99 1.55 3.14
H -4.66 2.02 0.70
H -0.67 2.82 2.34
H -2.19 -0.49 4.51
H 1.65 -3.57 -3.70
H 0.23 -6.76 -1.17
H -0.09 -3.67 -3.37
H -1.60 -3.03 1.76
H 0.35 5.02 -3.40
H 1.30 3.00 3.89
H -5.13 1.11 -3.10
H 1.89 -3.01 0.18
H -1.83 -2.90 4.29
H -4.33 4.40 0.13
H 2.06 -5.67 -2.56
H -0.16 -2.65 3.74
H -0.70 -0.89 5.37
H -2.93 0.37 0.20
H -0.58 1.80 4.77
H 4.53 -0.88 -0.16
H 2.75 -4.04 -0.96
H -2.70 -1.76 2.30
H 1.64 -5.67 0.37
H 7.00 -0.65 -0.22
H 0.21 -4.68 0.59
H -0.95 -1.04 0.63
H -6.78 -0.59 0.46
H 0.59 -5.95 -3.47
H -0.75 -5.33 -1.43
H 0.81 0.78 5.11
H 0.83 2.93 1.42
H 6.62 3.58 -0.71
H 4.14 3.37 -0.67
H -6.85 1.11 -1.35

***

[7]
57
Properties=species:S:1:pos:R:3 method="wB97M-V/def2-TZVPD" multiplicity=1 total_charge=+3 relative_energy_kcal_mol=32.2 gap_ha=0.23618
Cl 0.84 0.59 1.53
N -1.94 -0.45 5.00
N 4.02 -1.87 0.58
N -2.77 3.96 -0.21
N 0.52 -1.85 -5.40
C -3.80 3.22 0.20
C -1.28 0.73 5.12
C -1.39 1.66 4.09
C -2.33 1.41 3.09
C 2.40 -2.54 -4.20
C -3.68 2.41 1.27
C 1.70 -2.45 -5.36
C -0.07 -1.64 -6.73
C -1.55 3.88 0.29
C 0.05 -1.20 -4.37
C 2.00 -1.73 -3.15
C 4.84 -2.21 1.74
C 2.78 -2.28 0.49
C -2.94 0.18 2.97
C 2.09 -2.14 -0.69
C -2.69 -0.76 3.95
C 2.74 -1.61 -1.80
C 4.03 -1.10 -1.64
C -3.09 4.88 -1.29
C -2.45 2.33 1.88
C -1.39 3.09 1.45
C 0.79 -1.12 -3.22
C 4.60 -1.25 -0.41
C -1.73 -1.39 6.05
H 2.33 -2.80 1.32
H -2.09 -0.87 6.95
H -0.83 -0.58 -4.56
H 5.51 -2.95 1.34
H 4.25 -2.53 2.61
H 3.37 -3.06 -4.27
H -3.60 -0.02 2.13
H 4.61 -0.64 -2.46
H -4.55 1.90 1.65
H -3.80 5.65 -0.92
H -1.08 -1.27 -6.72
H -3.19 -1.72 3.92
H -0.61 0.78 5.99
H -0.82 4.53 -0.18
H 1.07 -2.49 -0.74
H -2.40 -2.25 6.00
H 5.57 -0.81 -0.22
H -0.72 -1.71 6.14
H -4.73 3.30 -0.34
H 0.52 -0.53 -2.37
H 0.59 -0.97 -7.29
H -3.57 4.34 -2.13
H -2.17 5.32 -1.58
H 2.03 -2.86 -6.31
H -0.15 -2.64 -7.19
H -0.38 2.92 1.80
H -0.85 2.58 4.09
H 5.39 -1.36 2.06

***

[8]
15
Properties=species:S:1:pos:R:3 method="wB97M-V/def2-TZVPD" multiplicity=1 total_charge=0 relative_energy_kcal_mol=106.4 gap_ha=0.32215
O 0.97 0.30 -1.34
N 2.17 0.63 0.68
N -0.40 -0.69 1.59
C -1.38 0.81 -1.01
C 0.30 -0.91 0.41
C -0.36 -0.25 -1.27
C 1.30 0.09 -0.04
H -0.46 -1.28 -0.98
H -2.39 0.40 -1.01
H -0.55 -1.48 2.19
H -1.34 1.61 -1.76
H -1.18 1.27 -0.03
H -0.05 0.12 2.09
H 2.69 1.34 0.16
H 0.70 -1.95 0.32

***

[9]
34
Properties=species:S:1:pos:R:3 method="wB97M-V/def2-TZVPD" multiplicity=1 total_charge=-1 gap_ha=0.24549
Au 0.58 -0.78 0.21
I -1.03 1.66 2.58
S 5.58 -1.15 -0.66
S 2.09 0.99 -0.31
O -1.55 -2.21 1.59
O 6.28 -1.53 0.55
O 5.78 -1.97 -1.82
N 3.99 -0.92 -0.36
N -0.89 2.30 -0.27
C 7.09 2.50 -1.69
C -2.71 3.43 0.79
C 3.64 0.32 -0.51
C 4.76 1.24 -0.93
C 5.94 0.54 -1.05
C 5.91 3.22 -1.57
C -0.80 -2.23 0.64
C -1.61 2.58 0.80
C -0.89 -3.42 -0.31
C -1.24 2.86 -1.42
C 7.12 1.14 -1.43
C 4.73 2.60 -1.19
C -3.06 4.01 -0.42
C -2.31 3.73 -1.55
H -3.91 4.68 -0.48
H -3.26 3.63 1.69
H -1.13 -3.05 -1.31
H -0.62 2.61 -2.27
H 5.91 4.29 -1.78
H 8.00 3.01 -2.00
H -1.64 -4.13 0.02
H 3.80 3.15 -1.09
H -2.55 4.16 -2.51
H 8.04 0.57 -1.52
H 0.09 -3.90 -0.39

***

[10]
16
Properties=species:S:1:pos:R:3 method="wB97M-V/def2-TZVPD" multiplicity=2 total_charge=0 relative_energy_kcal_mol=34.5 gap_ha="0.24400 / 0.33557"
O 1.63 1.48 -3.20
N 0.22 -0.94 -0.03
C -1.56 -1.65 1.21
C -0.72 -0.63 0.98
C 1.27 -0.24 -0.47
C -0.89 0.72 1.53
H 1.94 -0.72 -1.14
H 1.20 2.41 -2.98
H -0.43 1.43 0.97
H 1.44 0.71 -0.13
H -0.73 0.92 2.58
H 2.49 1.53 -2.70
H -1.92 1.00 1.62
H -2.56 -1.63 1.46
H -1.32 -2.61 0.85
H -0.06 -1.80 -0.56

***

[11]
21
Properties=species:S:1:pos:R:3 method="wB97M-V/def2-TZVPD" multiplicity=1 total_charge=0 relative_energy_kcal_mol=8.8 gap_ha="0.16052 / 0.16276"
O -0.28 -0.50 -0.75
O 1.63 1.80 -2.15
O 6.14 -0.45 0.47
O 4.65 -2.01 0.93
O -4.87 0.52 0.54
O -2.42 -0.57 0.26
O 1.77 1.31 -1.03
N 5.04 -0.97 0.40
C -3.94 1.21 -0.27
C -2.54 0.84 0.18
C -1.02 -2.62 0.01
C -1.04 -1.05 0.13
H -1.24 -2.89 -1.03
H -5.76 0.87 0.33
H -1.71 -3.16 0.66
H -4.09 0.94 -1.32
H -1.83 1.26 -0.56
H 0.00 -2.95 0.20
H -4.06 2.28 -0.09
H -2.37 1.28 1.18
H -0.54 -0.99 1.16

***

E values (in Ha) by entry order: -923.4973 -11818.0737 -845.5474 -2199.4733 -308.8295 -8318.6867 -1609.6199 -341.8340 -2105.1626 -288.2719 -738.7848.